Record 1
# FHO2

2 unconnected molecules or ions with the total composition FHO2 at a distorted geometry (ωB97M-V/def2-TZVPD, OMol25).

CARTESIAN COORDINATES (ANGSTROEM)
O  0.578  -0.576  -0.225
O  1.552  -0.131  0.454
F  2.287  1.956  -0.236
H  -0.255  -0.082  -0.009

Calculated values
Orbital gap (alpha / beta) = 0.258 / 0.247 hartree
Total charge = 0
LUMO level (alpha / beta) = -4.26 / -4.34 eV
Energy above the lowest of the compared OMol25 structures with the same formula, charge and spin = 2.176 eV
Strongest force on any atom = 2.39 eV/A

---

Record 2
# FHO2S

A molecular structure, FHO2S at a distorted geometry (ωB97M-V/def2-TZVPD, OMol25).

CARTESIAN COORDINATES (ANGSTROEM)
O  0.402  -1.313  0.513
O  -1.873  1.147  -0.136
F  0.884  1.227  -0.474
S  -0.787  0.319  -0.360
H  1.373  -1.380  0.457

Calculated values
Orbital gap (alpha / beta) = 0.284 / 0.344 hartree
Total charge = 0
LUMO level (alpha / beta) = -2.51 / -2.20 eV
Energy above the lowest of the compared OMol25 structures with the same formula, charge and spin = 3.744 eV
Strongest force on any atom = 7.25 eV/A

---

Record 3
# FInNO3

A molecular structure, FInNO3 at a distorted geometry (ωB97M-V/def2-TZVPD, OMol25).

CARTESIAN COORDINATES (ANGSTROEM)
In  25.586  16.849  3.888
N  29.954  21.185  -0.274
O  30.083  20.874  -1.477
O  30.509  22.183  0.224
O  29.167  20.566  0.390
F  30.320  14.634  2.754

Calculated values
Orbital gap = 0.073 hartree
Total charge = +1
LUMO level = -10.96 eV
Energy above the lowest of the compared OMol25 structures with the same formula, charge and spin = 3.597 eV
Strongest force on any atom = 2.39 eV/A

---

Record 4
# FN2O3

2 unconnected molecules or ions with the total composition FN2O3 at a distorted geometry (ωB97M-V/def2-TZVPD, OMol25).

CARTESIAN COORDINATES (ANGSTROEM)
N  0.306  0.284  -0.423
N  -1.058  -0.238  0.051
O  -1.257  -0.475  1.222
O  -1.917  -0.181  -0.828
O  0.976  0.575  0.487
F  3.427  -0.303  -0.506

Calculated values
Orbital gap (alpha / beta) = 0.313 / 0.173 hartree
Total charge = -1
LUMO level (alpha / beta) = 4.45 / 0.70 eV
2S+1 = 3
Strongest force on any atom = 3.75 eV/A

---

Record 5
# FNO2RuS2

A molecular structure, FNO2RuS2 at a distorted geometry (ωB97M-V/def2-TZVPD, OMol25).

CARTESIAN COORDINATES (ANGSTROEM)
Ru  0.715  -0.954  -0.976
N  0.258  1.324  1.145
S  1.724  0.864  0.338
S  -0.956  0.425  1.024
O  -2.187  0.678  1.742
O  -0.697  -0.948  0.482
F  -0.556  -0.415  -2.307

Calculated values
Orbital gap (alpha / beta) = 0.303 / 0.230 hartree
Total charge = +1
LUMO level (alpha / beta) = -6.96 / -8.82 eV
2S+1 = 6
Strongest force on any atom = 2.76 eV/A

---

Record 6
# FNO4P

A molecular structure, FNO4P at a distorted geometry (ωB97M-V/def2-TZVPD, OMol25).

CARTESIAN COORDINATES (ANGSTROEM)
N  -0.900  0.654  0.474
O  2.112  0.038  0.856
O  1.068  -1.307  -1.136
O  -0.487  -0.491  0.927
O  0.015  1.072  -0.348
F  -2.577  0.043  -1.028
P  1.024  -0.361  -0.032

Calculated values
Orbital gap (alpha / beta) = 0.292 / 0.291 hartree
Total charge = -1
LUMO level (alpha / beta) = 2.70 / 2.70 eV
Energy above the lowest of the compared OMol25 structures with the same formula, charge and spin = 3.305 eV
Strongest force on any atom = 1.34 eV/A

---

Record 7
# FNa3

A molecular structure, FNa3 at a distorted geometry (ωB97M-V/def2-TZVPD, OMol25).

CARTESIAN COORDINATES (ANGSTROEM)
Na  -2.279  0.959  -0.383
Na  1.155  -2.111  -0.072
Na  1.169  1.196  1.098
F  -0.045  -0.044  -0.643

Calculated values
Orbital gap = 0.406 hartree
Total charge = +2
LUMO level = -8.58 eV
Energy above the lowest of the compared OMol25 structures with the same formula, charge and spin = 0.000 eV
Strongest force on any atom = 1.64 eV/A

---

Record 8
# Fe2H22O15P

A molecular structure, Fe2H22O15P at a distorted geometry (ωB97M-V/def2-TZVPD, OMol25).

CARTESIAN COORDINATES (ANGSTROEM)
Fe  -2.767  0.108  -1.181
Fe  1.748  0.209  1.423
P  -0.430  0.143  -0.028
O  -0.991  -0.704  -1.200
O  -0.091  -0.662  1.252
O  -1.584  1.150  0.003
O  0.958  0.684  -0.313
O  0.919  3.306  -0.528
H  0.005  3.582  -0.591
H  0.879  2.350  -0.499
O  -3.405  -1.105  0.368
H  -4.199  -1.575  0.624
H  -2.692  -1.711  0.568
O  -1.265  -2.977  0.830
H  -0.660  -3.717  0.872
H  -0.712  -2.207  0.963
O  1.092  -2.621  -1.327
H  0.610  -3.441  -1.429
H  0.412  -1.951  -1.250
O  -2.081  1.296  2.382
H  -1.777  1.283  1.474
H  -2.028  0.383  2.666
O  0.166  -0.432  -3.677
H  0.750  0.264  -3.376
H  -0.213  -0.791  -2.874
O  1.796  1.440  -2.481
H  1.304  1.082  -1.743
H  2.684  1.101  -2.365
O  3.565  1.170  0.910
H  3.702  2.077  0.634
H  4.361  0.714  0.637
O  2.661  -1.465  0.528
H  2.151  -1.661  -0.258
H  3.160  -2.265  0.695
O  -0.995  -1.163  3.584
H  -0.701  -1.054  2.679
H  -0.255  -1.577  4.028
O  -1.822  3.902  -0.754
H  -1.505  2.999  -0.723
H  -2.750  3.838  -0.525

Calculated values
Orbital gap (alpha / beta) = 0.297 / 0.111 hartree
Total charge = +2
LUMO level (alpha / beta) = -7.99 / -13.03 eV
2S+1 = 10
Strongest force on any atom = 2.41 eV/A

---

| no. | calculated total energy (eV) |
| --- | --- |
| 1 | -6820.3426 |
| 2 | -17659.7263 |
| 3 | -15502.7601 |
| 4 | -11833.6798 |
| 5 | -32540.9768 |
| 6 | -21686.1663 |
| 7 | -15954.2490 |
| 8 | -109116.7191 |